No. 1
ORCA calculation (ωB97M-V with the def2-TZVPD basis set) on a cluster of 2 separate species, C4H4BrNO2 in total.

Properties
Multiplicity: 1
Frontier orbital gap (spin up / spin down) in Ha: 0.2176 / 0.2179
HOMO level (spin up / spin down) in eV: -9.737 / -9.743
Calculated total energy in eV: -79834.379
Molecular weight in u: 177.99

Structure (XYZ):
```
12
C4H4BrNO2 ωB97M-V with the def2-TZVPD basis set
C 1.2135 -2.5435 -0.5407
C -0.0123 0.1031 0.7637
C 1.4852 0.0696 0.9270
C -1.6574 1.1464 -0.5425
N 1.2796 -3.3893 -1.2986
O -0.7436 -0.3924 1.5541
O -0.2999 0.9618 -0.2416
Br 2.4860 1.1181 -0.2337
H 2.1936 -0.3799 1.6270
H -2.1335 1.9866 0.0236
H -2.1267 0.0783 -0.4268
H -1.6845 1.2411 -1.6116
```

No. 2
ORCA calculation (ωB97M-V with the def2-TZVPD basis set) on a cluster of 9 separate species, C44H113N7O15 in total.

Properties
Multiplicity: 1
Frontier orbital gap in Ha: 0.3162
HOMO level in eV: -8.206
Calculated total energy in eV: -88587.002
Molecular weight in u: 980.42

Structure (XYZ):
```
179
C44H113N7O15 ωB97M-V with the def2-TZVPD basis set
C -19.1419 15.5458 13.7533
O -18.2146 14.5220 13.5289
C -17.4532 14.3041 14.7131
C -16.2646 13.3517 14.4319
C -15.1779 13.6955 13.3208
N -16.8311 12.0357 14.2291
H -19.6343 15.5724 14.7254
H -19.9743 15.4418 13.0573
H -18.8109 16.5200 13.3935
H -17.0893 15.2622 15.0842
H -18.0817 13.8969 15.5052
H -15.6625 13.4081 15.3388
H -14.5175 14.5464 13.4885
H -15.6832 13.9774 12.3970
H -14.5397 12.8364 13.1140
H -16.3478 11.3327 13.6884
H -17.7401 12.0572 13.7894
C 3.2768 25.2157 13.8577
O 4.1124 24.7174 12.8320
C 3.5405 24.5680 11.5119
C 2.4775 23.3738 11.4108
N 3.1625 22.0355 11.1078
C 3.7535 21.4355 12.3319
C 4.2708 20.0512 11.9283
O 3.1406 19.2762 11.5821
C 3.3670 18.1172 10.9258
H 3.9185 25.0876 14.7295
H 2.4783 24.4972 14.0425
H 3.0171 26.2731 13.8064
H 4.4032 24.3555 10.8805
H 3.2075 25.5376 11.1416
H 1.8867 23.6850 10.5493
H 1.6828 23.3647 12.1568
H 2.4956 21.4823 10.5889
H 3.1355 21.3631 13.2269
H 4.5489 22.0672 12.7274
H 4.6996 19.5768 12.8111
H 4.9428 20.2472 11.0928
H 2.4304 17.8077 10.4620
H 3.7210 17.5255 11.7700
H 4.0627 18.1787 10.0890
C -2.0039 13.5182 14.7398
O -2.7900 12.8248 13.8151
C -3.7195 11.8558 14.3514
C -4.6873 11.4336 13.2619
N -5.8817 10.8428 13.8909
C -6.9351 10.3300 13.0118
C -8.1037 9.6529 13.6894
O -8.7610 10.5653 14.6798
C -9.5193 9.8968 15.7561
H -1.1092 12.9212 14.9166
H -2.5618 13.9270 15.5823
H -1.5958 14.4607 14.3746
H -4.1916 12.3348 15.2092
H -3.0403 11.0441 14.6116
H -4.2952 10.6822 12.5765
H -4.9150 12.2596 12.5881
H -6.0924 11.1848 14.8176
H -6.5581 9.6897 12.2144
H -7.2274 11.2635 12.5309
H -7.6816 8.7977 14.2172
H -8.7901 9.3105 12.9151
H -9.6304 10.6747 16.5114
H -9.0576 8.9954 16.1591
H -10.4401 9.5449 15.2908
C 9.6205 15.1110 5.6172
O 8.8292 14.0678 6.1536
C 7.4011 14.0626 5.8160
C 7.0218 12.5718 5.7756
N 7.3004 11.9532 7.0292
C 6.5713 10.6905 7.0231
C 6.1743 10.3178 8.4934
O 5.7663 11.4470 9.3369
C 5.2676 11.0718 10.5992
H 10.6773 15.0710 5.8812
H 9.4736 16.1217 5.9980
H 9.6934 15.0259 4.5329
H 7.1995 14.5236 4.8491
H 6.8228 14.5228 6.6173
H 7.6410 12.0980 5.0139
H 5.9875 12.4130 5.4702
H 6.8032 12.4883 7.7268
H 7.0925 9.8999 6.4832
H 5.6055 10.6406 6.5203
H 7.1502 9.9983 8.8589
H 5.4612 9.5073 8.6442
H 4.2961 10.5776 10.6061
H 5.2898 11.9352 11.2640
H 5.9600 10.4056 11.1138
C -4.3397 17.6814 13.2765
O -4.2556 17.8540 11.8675
C -3.2346 18.7512 11.6000
C -2.5898 18.5811 10.2314
N -3.6374 18.5437 9.2170
C -3.0526 18.3710 7.8567
C -2.0092 19.4508 7.4357
O -0.6852 19.1236 7.8546
C 0.3564 19.5629 7.0330
H -3.4756 17.1329 13.6515
H -5.0293 16.8726 13.5183
H -4.5215 18.6562 13.7290
H -2.4790 18.6302 12.3762
H -3.5325 19.7876 11.7594
H -2.0441 17.6474 10.0951
H -1.8908 19.4117 10.1337
H -4.1789 17.7426 9.5088
H -3.8854 18.5897 7.1883
H -2.8889 17.2954 7.7901
H -2.2832 20.4670 7.7194
H -1.9120 19.3819 6.3522
H 1.3194 19.3570 7.5002
H 0.1714 20.6024 6.7622
H 0.2842 19.1246 6.0376
C 4.6099 13.8206 18.9587
O 3.7758 13.4217 20.0362
C 3.6106 11.9715 20.1176
C 2.9332 11.4166 21.3410
N 1.4492 11.5910 21.2706
C 0.7660 10.8158 20.2282
C -0.7624 10.6705 20.5668
O -1.3990 10.1011 19.4642
C -2.8103 10.4118 19.4325
H 4.7588 14.8715 19.2067
H 4.0770 13.7353 18.0117
H 5.6156 13.4042 19.0172
H 4.6058 11.5285 20.0786
H 3.1526 11.5960 19.2025
H 3.2744 12.0098 22.1895
H 3.2178 10.3947 21.5914
H 1.1974 12.5594 21.1335
H 1.1806 9.8083 20.1958
H 0.8657 11.1622 19.1994
H -1.1351 11.6869 20.6937
H -0.9190 10.0295 21.4343
H -3.3748 9.8871 18.6617
H -2.9075 11.4646 19.1674
H -3.4226 10.0450 20.2563
C -6.8970 3.5837 9.0795
O -7.6761 3.7368 7.8978
C -8.3247 4.9944 7.7487
C -9.2206 4.9835 6.5180
N -10.5709 4.4996 6.7175
C -11.3509 5.2125 7.6860
C -11.6418 6.7219 7.4023
O -10.6000 7.5253 7.7368
C -10.3972 8.6909 6.9161
H -5.9580 4.1272 8.9752
H -6.6258 2.5284 9.0471
H -7.3246 3.6860 10.0769
H -7.4837 5.6877 7.7326
H -8.9137 5.2031 8.6418
H -8.7312 4.3357 5.7907
H -9.3511 5.9816 6.0999
H -10.3825 3.5376 6.9607
H -10.9928 5.2461 8.7149
H -12.3031 4.7083 7.8515
H -12.5941 6.9565 7.8779
H -11.8238 6.7774 6.3291
H -9.7687 8.3978 6.0752
H -9.8659 9.4360 7.5082
H -11.2687 9.2892 6.6504
C -11.6279 3.1668 19.7141
C -13.0483 3.7909 19.4477
O -13.9708 3.0338 20.3005
H -11.4938 3.0795 20.7923
H -10.8607 3.8449 19.3403
H -11.5854 2.1718 19.2713
H -13.2820 3.6135 18.3980
H -13.1684 4.8653 19.5870
H -14.2106 3.6618 20.9859
C -15.2215 5.4212 12.5507
C -16.4918 4.8237 11.8442
O -17.1921 5.7104 10.9247
H -14.7190 4.6240 13.0984
H -15.3836 6.1853 13.3109
H -14.6165 5.9204 11.7938
H -17.2237 4.5683 12.6106
H -16.3843 3.8506 11.3649
H -17.5816 5.2288 10.1914
```

No. 3
ORCA calculation (ωB97M-V with the def2-TZVPD basis set) on a structure of composition C25H34N4S6Sb2TeY.

Properties
Multiplicity: 1
Total charge: +1
Frontier orbital gap in Ha: 0.2529
HOMO level in eV: -9.866
Calculated total energy in eV: -118855.691
Molecular weight in u: 1043.00

Structure (XYZ):
```
73
C25H34N4S6Sb2TeY ωB97M-V with the def2-TZVPD basis set
Y 0.6253 -0.4913 -0.4461
C 0.8183 0.7854 3.0677
Sb -0.9698 -0.2549 2.4581
C -1.0115 -1.4285 4.2662
C -2.2217 1.3942 3.1574
C -2.0313 2.6613 2.3876
C -1.2402 3.6641 2.9530
C -1.0504 4.8829 2.3283
C -1.6856 5.1371 1.1217
C -2.4772 4.1566 0.5522
C -2.6437 2.9068 1.1502
C -3.4572 1.8805 0.4328
Sb -2.3298 0.8068 -1.1002
C -2.3313 2.3701 -2.5615
C -4.0642 -0.2240 -1.8846
H 0.8733 0.7678 4.1560
H 0.7694 1.8152 2.7213
H 1.7028 0.3068 2.6584
H -0.9351 -0.7508 5.1138
H -0.1567 -2.1031 4.2621
H -1.9307 -2.0060 4.3425
H -1.9111 1.5286 4.1921
H -3.2553 1.0476 3.1474
H -0.7784 3.4869 3.9179
H -0.4240 5.6372 2.7859
H -1.5692 6.0963 0.6343
H -2.9938 4.3610 -0.3791
H -4.2720 2.3493 -0.1187
H -3.8750 1.1277 1.1015
H -3.3522 2.7307 -2.6793
H -1.9677 1.9917 -3.5155
H -1.6894 3.1794 -2.2246
H -4.8187 0.5149 -2.1499
H -4.4869 -0.9017 -1.1410
H -3.7931 -0.7893 -2.7759
C -2.7825 -5.3901 -0.4661
C -2.1383 -4.6755 -1.5898
N -1.9825 -5.0957 -2.7957
N -1.3219 -4.0937 -3.4363
C -1.0457 -3.0458 -2.6563
S -0.2577 -1.6336 -3.0926
N -1.5780 -3.4093 -1.4576
N -1.5448 -2.6117 -0.3201
H -3.1490 -6.3513 -0.8157
H -3.6252 -4.8215 -0.0704
H -2.0639 -5.5624 0.3374
H -1.0719 -4.1856 -4.4068
H -1.3017 -3.1881 0.4785
H -2.4606 -2.2045 -0.1581
C 4.0326 1.1578 0.0188
S 3.2173 0.7479 -1.5612
C 2.5016 2.3023 -1.9835
C 1.4512 2.8587 -1.3461
S 0.6000 2.2285 0.0234
S 0.9785 4.4405 -1.9350
C 2.1646 4.5764 -3.2138
S 2.2661 5.8620 -4.2031
S 3.2201 3.1973 -3.3096
H 4.2559 0.2117 0.5078
H 3.3596 1.7612 0.6228
H 4.9556 1.6911 -0.1928
Te 1.8491 -2.5096 1.2413
C 3.7052 -2.6424 0.1906
C 4.8858 -2.3327 0.8563
C 6.1066 -2.4735 0.2102
C 6.1533 -2.9238 -1.1014
C 4.9753 -3.2275 -1.7674
C 3.7526 -3.0901 -1.1247
H 4.8599 -1.9952 1.8854
H 7.0213 -2.2351 0.7373
H 7.1051 -3.0507 -1.6000
H 5.0027 -3.5810 -2.7903
H 2.8376 -3.3421 -1.6472
```

ΔE to the lowest compared entry with this formula, charge and spin (computed, kcal/mol): 102.9, 211.4, 0.0